A cluster of 25 separate species, C29H13Cl96FINO2SSi in total, computed with ωB97M-V/def2-TZVPD.

Element x y z (Å)
C  5.44159  2.57122  0.24754
N  5.18129  3.98469  -0.04844
C  5.58125  4.87772  1.03663
Si  4.64724  4.66588  2.68886
C  2.76206  4.50570  2.55195
C  2.22598  3.25348  1.79648
C  0.66899  3.31806  1.60249
I  -0.41410  3.57065  3.46664
S  5.56107  3.07155  3.92178
O  5.31314  1.72414  3.39404
O  6.99804  3.41213  4.01407
F  4.97136  3.15715  5.44267
H  6.44842  2.50981  0.69303
H  4.64934  2.09296  0.85917
H  5.44375  2.02595  -0.73006
H  4.24166  4.16055  -0.37723
H  6.65470  4.66808  1.24476
H  5.48331  5.94755  0.74976
H  4.89642  5.90195  3.46643
H  2.35350  5.42722  2.08141
H  2.36636  4.48099  3.59086
H  2.65004  3.10531  0.78812
H  2.40302  2.32296  2.37603
H  0.29355  2.36219  1.19154
H  0.36085  4.12031  0.91232
C  -0.53273  0.07860  6.22024
Cl  -2.10618  -0.15711  5.44297
Cl  -0.59442  1.52503  7.24130
Cl  -0.12386  -1.33446  7.21665
Cl  0.69957  0.28366  4.96816
C  3.90349  6.75148  -2.87830
Cl  4.71266  7.15816  -1.34957
Cl  2.82158  8.07331  -3.34249
Cl  5.10761  6.50236  -4.14971
Cl  2.96055  5.26506  -2.66214
C  0.13919  -0.17704  -1.20181
Cl  1.17127  1.13803  -1.83385
Cl  -1.46574  -0.03764  -1.94295
Cl  0.86651  -1.75835  -1.57495
Cl  -0.01174  -0.00063  0.55404
C  -0.72039  6.36881  -5.26888
Cl  -2.32263  6.08537  -5.96981
Cl  -0.74765  7.86371  -4.31787
Cl  -0.28805  5.00766  -4.22082
Cl  0.47501  6.51710  -6.56759
C  5.02816  -1.16767  -0.73902
Cl  5.18098  -2.63429  -1.72218
Cl  6.50125  -0.18999  -0.86184
Cl  3.64466  -0.23420  -1.32394
Cl  4.75785  -1.61620  0.95344
C  -3.90927  -4.16576  6.52517
Cl  -3.23709  -5.74707  6.09261
Cl  -2.59577  -3.08271  7.01170
Cl  -4.74113  -3.45974  5.12976
Cl  -5.05792  -4.33604  7.86465
C  -6.67998  -5.09286  1.47062
Cl  -5.84605  -5.67697  0.02083
Cl  -8.37772  -5.59497  1.41955
Cl  -5.90687  -5.76971  2.91549
Cl  -6.58525  -3.32486  1.53045
C  -5.40979  3.67709  -7.32929
Cl  -5.36727  2.63863  -5.89427
Cl  -5.26680  5.37185  -6.82643
Cl  -4.05597  3.25669  -8.38881
Cl  -6.94208  3.43860  -8.18455
C  -5.63284  -3.73701  12.20598
Cl  -7.18657  -4.04213  11.40989
Cl  -5.75359  -2.27345  13.19758
Cl  -5.21619  -5.11499  13.23588
Cl  -4.37803  -3.51709  10.97683
C  0.42573  -5.84106  -2.69510
Cl  1.06199  -7.44853  -3.07865
Cl  1.77382  -4.75705  -2.31143
Cl  -0.45991  -5.20637  -4.09136
Cl  -0.65302  -5.95699  -1.29738
C  9.10702  8.19825  -3.34112
Cl  10.32704  9.05259  -2.38329
Cl  7.75241  7.73805  -2.29689
Cl  8.51886  9.26125  -4.63150
Cl  9.82311  6.74308  -4.05442
C  8.74148  11.74172  0.67603
Cl  8.27579  11.09939  -0.90683
Cl  9.42138  10.43653  1.66263
Cl  9.95522  13.01448  0.46284
Cl  7.31618  12.41406  1.48661
C  -6.54695  -9.15785  6.03985
Cl  -5.18355  -9.03216  7.16209
Cl  -6.55594  -10.79599  5.35514
Cl  -8.06666  -8.87974  6.90875
Cl  -6.37942  -7.95191  4.74936
C  -5.20314  4.19830  -12.89246
Cl  -3.80770  3.12457  -12.68670
Cl  -6.69502  3.24257  -12.84747
Cl  -5.22614  5.39511  -11.58731
Cl  -5.08109  5.03007  -14.45198
C  -3.46753  8.83893  -9.91926
Cl  -3.18044  7.90229  -8.43567
Cl  -4.92371  8.27749  -10.76263
Cl  -3.67746  10.54508  -9.48299
Cl  -2.07624  8.67400  -11.00066
C  -5.95034  -10.85269  1.28886
Cl  -5.14419  -11.56762  -0.11955
Cl  -7.67165  -11.27260  1.25956
Cl  -5.21570  -11.48492  2.77200
Cl  -5.77139  -9.09546  1.23133
C  2.83627  -4.15509  6.75471
Cl  3.46551  -5.75388  6.32338
Cl  4.17859  -3.09406  7.21142
Cl  1.98194  -3.46135  5.36789
Cl  1.71447  -4.31078  8.11915
C  9.21180  -2.82962  1.21615
Cl  10.48660  -1.75619  0.61299
Cl  7.88435  -2.88245  0.04541
Cl  9.86981  -4.46000  1.44201
Cl  8.60571  -2.21552  2.76271
C  -9.13609  -0.39955  1.31541
Cl  -8.39831  -0.27545  2.92150
Cl  -10.18796  0.99819  1.03795
Cl  -7.86244  -0.43400  0.08350
Cl  -10.09133  -1.88791  1.21759
C  6.14676  -5.45358  -4.63303
Cl  7.56138  -5.06306  -3.64025
Cl  6.14262  -7.18555  -5.00381
Cl  4.67176  -5.03764  -3.74272
Cl  6.20711  -4.52552  -6.14065
C  -4.41146  -3.14044  -2.76411
Cl  -2.95658  -2.93962  -1.77495
Cl  -4.62462  -4.85154  -3.17211
Cl  -5.82425  -2.57209  -1.85749
Cl  -4.24402  -2.19415  -4.25357
C  -2.41973  10.89296  -14.56928
Cl  -2.72617  11.04209  -12.83208
Cl  -0.84319  11.60377  -14.95452
Cl  -2.42066  9.17860  -15.01920
Cl  -3.68713  11.74098  -15.47200
C  -2.89163  -9.35795  10.77668
Cl  -1.64132  -8.82749  11.91403
Cl  -4.27781  -9.99831  11.67505
Cl  -3.40698  -7.98403  9.78305
Cl  -2.23700  -10.62799  9.72810
C  -2.07540  -13.50549  4.31879
Cl  -0.73258  -14.63576  4.55895
Cl  -3.59499  -14.40968  4.20264
Cl  -2.16025  -12.38547  5.68957
Cl  -1.81850  -12.58817  2.82585

Output
Charge: 0
Calculated total energy (hartree): -46581.3850